No. 1
Formula: C16H20BF5N8OTeV
Source: the OMol25 dataset
Level of theory: wB97M-V/def2-TZVPD

```
53
C16H20BF5N8OTeV, DFT wB97M-V/def2-TZVPD
V 0.09638 -1.25603 0.89096
C 1.28933 -3.62729 -1.55522
C 0.92628 -2.22699 -1.89761
C 0.96008 -1.54736 -3.09004
C 0.50884 -0.24830 -2.81906
N 0.21525 -0.13666 -1.53278
N 0.47122 -1.35584 -0.93947
B -0.32228 1.14871 -0.74011
N 0.71920 1.43593 0.36705
C 1.44708 2.50230 0.70966
C 2.21577 2.18796 1.82049
C 1.93094 0.87109 2.13581
C 2.46879 0.01628 3.22840
N 1.01375 0.41915 1.24400
N -1.63269 0.69967 -0.01324
C -2.81556 1.29312 0.13945
C -3.62209 0.51079 0.95921
C -2.86459 -0.59098 1.30634
C -3.19121 -1.75491 2.17390
N -1.64651 -0.46342 0.71179
N -0.55960 2.24996 -1.69202
C -1.53782 2.32654 -2.65140
C -1.15230 3.27466 -3.54961
C 0.10172 3.75166 -3.08031
C 0.96919 4.80495 -3.68079
N 0.45780 3.11083 -1.98355
H 1.61616 -4.16133 -2.44286
H 2.10177 -3.64937 -0.82640
H 0.43379 -4.15982 -1.13504
H 1.27142 -1.93528 -4.04484
H 0.38172 0.59472 -3.48288
H 1.38133 3.40132 0.11930
H 2.90460 2.83562 2.33465
H 3.17389 0.58237 3.83032
H 1.66876 -0.33368 3.88258
H 2.98941 -0.85335 2.82482
H -3.02198 2.23615 -0.34154
H -4.63403 0.71896 1.26132
H -4.23907 -1.72947 2.45926
H -3.00229 -2.69542 1.65365
H -2.59465 -1.73634 3.08845
H -2.42018 1.70727 -2.61841
H -1.69580 3.61165 -4.41604
H 0.41406 5.40470 -4.39758
H 1.37403 5.45759 -2.90955
H 1.81612 4.35528 -4.20080
F 2.06253 -3.20697 3.99482
Te 0.52569 -3.91253 3.31515
F 1.48726 -4.82432 2.05895
F -1.02415 -4.48774 2.52861
F -0.45792 -2.89036 4.46704
F 0.55526 -5.31141 4.46269
O 0.48531 -2.41409 2.07248
```

Results
* relative energy (zero: lowest compared OMol25 entry of this formula, charge and spin): 5.3 kJ/mol
* HOMO-LUMO gap (spin up / spin down): 5.487 / 6.116 eV
* molar mass: 624.74 g/mol
* HOMO level (spin up / spin down): -14.8 / -14.8 eV
* total charge: +2
* spin multiplicity: 2
* LUMO (spin up / spin down): -0.343 / -0.320 hartree
* largest force on an atom: 0.298 eV/Å

These are the Mulliken partial charges, in e, on atoms 1 to 6: number 1, V, carries 1.976; number 2, C, carries -1.416; number 3, C, carries 0.588; number 4, C, carries -1.482; number 5, C, carries 0.223; number 6, N, carries 0.670

---

No. 2
Formula: C16H20BeF12N5O23
Source: the OMol25 dataset
Level of theory: wB97M-V/def2-TZVPD

```
77
C16H20BeF12N5O23, DFT wB97M-V/def2-TZVPD
Be 7.94435 -12.11046 21.39912
N 10.11918 -9.51953 21.63289
O 9.17342 -10.09638 22.18088
O 10.64011 -8.52035 22.13697
O 10.58601 -10.04105 20.63761
N 11.35001 -13.48150 22.46868
O 10.24313 -12.94097 22.67302
O 11.56997 -14.60216 22.99063
O 12.15316 -12.90655 21.76909
N 6.24292 -14.08799 18.72388
O 6.94365 -15.05412 18.41255
O 6.64604 -13.31141 19.57225
O 5.08236 -13.97181 18.34811
N 10.31541 -13.66883 18.91657
O 11.24915 -13.10019 18.38794
O 9.96994 -14.81004 18.64384
O 9.64847 -13.05597 19.73792
N 8.27689 -15.59070 22.18230
O 8.85598 -16.14633 23.15129
O 8.29115 -16.19628 21.11199
O 7.76141 -14.49723 22.27564
C 6.88101 -6.19132 20.78771
C 7.38042 -7.38379 21.63499
O 6.35307 -7.69434 22.58047
C 5.94376 -9.00821 22.67622
O 6.40353 -9.97787 22.16089
C 4.77429 -9.03953 23.70707
F 5.18476 -8.70936 24.92877
F 3.81032 -8.13012 23.40974
F 4.37865 -10.29562 23.72243
H 6.17859 -6.56070 20.04075
H 7.67475 -5.60855 20.31906
H 6.42083 -5.43569 21.42690
H 8.21561 -7.00698 22.22445
H 7.72580 -8.10925 20.90011
C 10.62939 -9.73200 26.30237
C 9.77232 -10.44041 25.29953
O 8.93260 -11.35851 25.87952
C 7.96712 -11.96091 25.16047
O 7.70810 -11.72630 24.00953
C 7.04529 -12.82885 26.01463
F 5.79814 -12.25234 26.05451
F 6.91491 -14.00110 25.36433
F 7.53784 -13.01209 27.23639
H 11.39248 -10.32202 26.81304
H 10.03203 -9.42932 27.16765
H 11.13851 -8.83273 25.95773
H 10.48960 -10.99825 24.69347
H 9.16405 -9.77955 24.68116
C 1.36541 -10.93064 21.38428
C 2.75593 -11.55938 21.04471
O 2.86201 -12.55804 22.02663
C 4.04488 -13.10546 22.28002
O 5.09598 -12.54964 21.99152
C 3.91712 -14.45164 23.05269
F 2.66065 -14.90091 23.04278
F 4.68439 -15.37237 22.51509
F 4.25301 -14.19525 24.34142
H 1.25288 -10.11390 20.67041
H 1.45062 -10.54392 22.39974
H 0.53083 -11.63003 21.37712
H 3.56430 -10.85002 21.22269
H 2.89498 -12.16821 20.15049
C 9.93930 -9.45334 16.36088
C 9.20877 -10.02702 17.61486
O 7.86569 -9.61291 17.55706
C 7.08937 -10.01911 18.52168
O 7.46784 -10.55832 19.54856
C 5.63149 -9.48305 18.41224
F 5.23416 -9.05849 19.61867
F 5.46801 -8.51268 17.48066
F 4.84841 -10.51688 18.07437
H 9.88749 -8.37132 16.24279
H 9.47879 -10.00226 15.53787
H 10.97952 -9.77740 16.33985
H 9.70772 -9.68280 18.52000
H 9.23708 -11.09856 17.41917
```

Results
* relative energy (zero: lowest compared OMol25 entry of this formula, charge and spin): 177.3 kJ/mol
* HOMO-LUMO gap: 4.532 eV
* molar mass: 887.34 g/mol
* HOMO level: 0.8 eV
* total charge: -3
* spin multiplicity: 1
* LUMO: 0.197 hartree
* largest force on an atom: 4.889 eV/Å

These are the Mulliken partial charges, in e, on atoms 1 to 6: number 1, Be, carries 1.350; number 2, N, carries 0.697; number 3, O, carries -0.264; number 4, O, carries -0.785; number 5, O, carries -0.597; number 6, N, carries 0.706

---

No. 3
Formula: C16H20CaN2OP
Source: the OMol25 dataset
Level of theory: wB97M-V/def2-TZVPD

```
41
C16H20CaN2OP, DFT wB97M-V/def2-TZVPD
C -0.15745 4.26771 0.78035
C 0.06715 5.36662 1.62043
C -0.21528 5.01144 2.97320
C -0.65525 3.65548 3.03668
C -0.66458 3.09628 1.75502
Ca 0.59322 1.24631 -1.16300
P 0.15085 1.07509 -3.92322
H -0.06227 4.20078 -0.30730
H 0.41054 6.34744 1.29289
H -0.11972 5.67781 3.82821
H -0.99187 2.10229 1.44346
H -0.94032 3.13367 3.95024
H 1.12296 0.58677 -4.85947
H -0.13144 2.30420 -4.61465
H -0.96486 0.34062 -4.44737
C 0.22642 -3.91067 0.49076
N -0.74524 -2.89556 0.14741
N -0.44098 -1.57546 0.23542
C -1.50586 -0.85038 -0.25836
O -1.37029 0.38094 -0.59373
C -2.57259 -1.77605 -0.38051
C -2.05259 -3.03029 -0.14135
C -2.69600 -4.36012 -0.20280
C 0.93290 -1.07085 0.16364
C 1.69251 -1.33686 -0.97665
C 2.81338 -0.53544 -1.21621
C 3.15931 0.47451 -0.31050
C 2.41385 0.69609 0.85506
C 1.27484 -0.08030 1.09308
H 0.63117 -3.75967 1.50046
H 1.05776 -3.92735 -0.22599
H -0.27829 -4.87835 0.45833
H -3.57124 -1.51881 -0.67901
H -2.23042 -5.01611 -0.95353
H -2.67290 -4.88022 0.76631
H -3.74745 -4.22695 -0.48480
H 1.39201 -2.15861 -1.63101
H 3.42812 -0.72384 -2.09989
H 4.05573 1.07451 -0.49319
H 2.71482 1.44825 1.58839
H 0.64937 0.02510 1.98323
```

Results
* relative energy (zero: lowest compared OMol25 entry of this formula, charge and spin): 0.0 kJ/mol
* HOMO-LUMO gap (spin up / spin down): 2.912 / 3.842 eV
* molar mass: 327.40 g/mol
* HOMO level (spin up / spin down): -0.7 / -1.6 eV
* total charge: -1
* spin multiplicity: 1
* LUMO (spin up / spin down): 0.081 / 0.082 hartree
* largest force on an atom: 4.141 eV/Å

These are the Mulliken partial charges, in e, on atoms 1 to 6: number 1, C, carries -0.511; number 2, C, carries -0.720; number 3, C, carries -0.325; number 4, C, carries -0.945; number 5, C, carries -0.027; number 6, Ca, carries 0.791

---

No. 4
Formula: C16H20ClN2O2
Source: the OMol25 dataset
Level of theory: wB97M-V/def2-TZVPD

```
41
C16H20ClN2O2, DFT wB97M-V/def2-TZVPD
C -1.29148 -3.37390 1.45308
C -1.33507 -3.06521 -0.03953
O -2.33245 -2.11539 -0.37084
C -2.15959 -0.81135 -0.08691
C -0.99155 -0.23048 0.36702
C -0.93478 1.14299 0.60793
C 0.35553 1.76647 1.05542
N 1.21599 1.99474 -0.13861
C 2.60132 2.43544 0.12398
C 3.49020 1.24855 -0.19953
C 4.85849 1.21471 -0.00333
C 5.53573 0.05622 -0.36321
C 4.82679 -1.00960 -0.89809
C 3.45588 -0.88088 -1.05484
N 2.81317 0.22360 -0.71113
C -2.04752 1.92145 0.37176
C -3.23340 1.35420 -0.09107
Cl -4.53895 2.47690 -0.34116
C -3.32383 -0.01481 -0.32943
O -4.35334 -0.74989 -0.76881
C -5.64374 -0.22477 -1.00817
H -0.55648 -4.15025 1.64464
H -1.03448 -2.49097 2.03354
H -2.26559 -3.72584 1.78052
H -0.35295 -2.74099 -0.40740
H -1.62982 -3.95981 -0.59289
H -0.11799 -0.83314 0.55708
H 0.17492 2.72016 1.55462
H 0.89666 1.10138 1.73034
H 0.71681 2.59620 -0.79477
H 1.43944 1.02546 -0.59970
H 2.72075 2.73737 1.16665
H 2.87049 3.28625 -0.50572
H 5.37948 2.06116 0.41378
H 6.60352 -0.01047 -0.22700
H 5.32481 -1.91983 -1.18738
H 2.84829 -1.67423 -1.46621
H -2.02890 2.98365 0.55711
H -6.07074 0.22601 -0.11051
H -6.24286 -1.08837 -1.29441
H -5.64280 0.49729 -1.82682
```

Results
* relative energy (zero: lowest compared OMol25 entry of this formula, charge and spin): 11.0 kJ/mol
* HOMO-LUMO gap: 8.244 eV
* molar mass: 307.80 g/mol
* HOMO level: -10.9 eV
* total charge: +1
* spin multiplicity: 1
* LUMO: -0.099 hartree
* largest force on an atom: 0.638 eV/Å
* SMILES: CCOc1cc(C[NH2+]Cc2ccccn2)cc(Cl)c1OC

These are the Mulliken partial charges, in e, on atoms 1 to 6: number 1, C, carries -1.075; number 2, C, carries -0.317; number 3, O, carries -0.526; number 4, C, carries 0.763; number 5, C, carries -0.549; number 6, C, carries -0.078

---

No. 5
Formula: C16H20ClN3O3S2
Source: the OMol25 dataset
Level of theory: wB97M-V/def2-TZVPD

```
45
C16H20ClN3O3S2, DFT wB97M-V/def2-TZVPD
O 1.92548 2.75003 -0.39355
C 2.38725 1.63474 -0.34221
N 3.71606 1.45094 -0.05941
C 4.45648 0.32452 0.18229
N 5.67936 0.41280 0.47276
C 6.34510 -0.82957 0.69800
C 5.33477 -2.00085 0.68196
S 3.74243 -1.30726 0.12062
C 1.56465 0.41402 -0.60105
C 1.60409 -0.21982 -1.84126
C 0.78205 -1.29987 -2.09509
C -0.10114 -1.75002 -1.11731
Cl -1.09475 -3.10757 -1.45008
C -0.15854 -1.10711 0.11008
S -1.34100 -1.50540 1.42631
O -0.74549 -1.07211 2.65379
O -1.76010 -2.86669 1.31608
N -2.64325 -0.53705 1.11373
C -3.37852 -0.90240 -0.07986
C -4.63387 -0.06557 -0.31462
C -4.35055 1.22679 -1.08099
C -3.63749 2.30255 -0.26537
C -2.32015 1.84201 0.35707
C -2.53481 0.85069 1.50382
C 0.66902 -0.02885 0.36200
H 4.24197 2.31085 0.07411
H 6.86197 -0.77298 1.65930
H 7.10290 -0.95245 -0.08259
H 5.62338 -2.79153 -0.00658
H 5.17962 -2.42469 1.67299
H 2.28346 0.13057 -2.60337
H 0.81390 -1.80520 -3.04674
H -2.73880 -0.82527 -0.97193
H -3.64083 -1.95431 0.05490
H -5.11855 0.14984 0.63700
H -5.32308 -0.66910 -0.90855
H -3.75067 0.98606 -1.96238
H -5.29866 1.63904 -1.43438
H -3.43997 3.15453 -0.91977
H -4.29922 2.64850 0.53237
H -1.67393 1.40187 -0.40472
H -1.80272 2.71639 0.75566
H -1.70431 0.88232 2.20935
H -3.44054 1.12753 2.05565
H 0.61700 0.43910 1.33199
```

Results
* relative energy (zero: lowest compared OMol25 entry of this formula, charge and spin): 22.6 kJ/mol
* HOMO-LUMO gap: 9.206 eV
* molar mass: 401.94 g/mol
* HOMO level: -8.9 eV
* total charge: 0
* spin multiplicity: 1
* LUMO: 0.010 hartree
* largest force on an atom: 1.113 eV/Å
* SMILES: O=C(NC1=NCCS1)c1ccc(Cl)c(S(=O)(=O)N2CCCCCC2)c1

These are the Mulliken partial charges, in e, on atoms 1 to 6: number 1, O, carries -0.637; number 2, C, carries -0.275; number 3, N, carries -0.016; number 4, C, carries 0.391; number 5, N, carries -0.658; number 6, C, carries -0.451

---

Among the records above, which one has the lowest largest force on an atom? C16H20BF5N8OTeV